Entry 1:
Computed, not measured: a molecular structure, C43H36AgBrN6OSe, with ωB97M-V with the def2-TZVPD basis set.

Results
HOMO-LUMO gap = 0.1741 Eh
Net charge = -2

XYZ file:
```
89
C43H36AgBrN6OSe | OMol25 | ωB97M-V with the def2-TZVPD basis set
Ag -1.474 -0.477 -1.070
C 1.004 -6.196 3.063
C 0.810 -5.082 4.055
C 1.115 -5.265 5.396
C 0.960 -4.247 6.326
C 0.520 -3.006 5.894
C 0.218 -2.795 4.558
C 0.323 -3.833 3.627
N -0.016 -3.683 2.290
C -0.629 -2.583 1.633
N -1.691 -2.064 2.296
C -2.617 -1.008 2.003
C -2.783 -0.458 0.718
C -3.753 0.561 0.658
C -4.469 1.022 1.753
C -4.285 0.422 2.988
C -3.372 -0.613 3.125
C -3.226 -1.271 4.480
N -0.254 -2.257 0.466
C 0.832 -2.861 -0.161
C 0.588 -3.664 -1.281
C 1.632 -4.203 -2.007
C 2.944 -3.950 -1.633
C 3.193 -3.155 -0.525
C 2.158 -2.608 0.227
C 2.452 -1.705 1.395
H 1.312 -7.110 3.568
H 1.775 -5.940 2.330
H 0.083 -6.398 2.512
H 1.478 -6.234 5.721
H 1.194 -4.417 7.370
H 0.416 -2.188 6.596
H -0.065 -1.809 4.218
H 0.518 -4.242 1.641
H -1.881 -2.535 3.162
H -3.956 1.022 -0.305
H -5.175 1.840 1.646
H -4.852 0.755 3.852
H -3.930 -0.823 5.181
H -2.222 -1.144 4.896
H -3.441 -2.345 4.445
H -0.440 -3.815 -1.580
H 1.419 -4.799 -2.886
H 3.768 -4.340 -2.219
H 4.217 -2.939 -0.240
H 3.506 -1.427 1.408
H 2.214 -2.183 2.349
H 1.852 -0.794 1.321
Br -0.262 7.614 -1.993
C 1.158 6.337 -2.064
C 0.965 5.122 -2.702
C 2.009 4.221 -2.773
C 3.280 4.528 -2.239
C 3.421 5.758 -1.572
C 2.373 6.653 -1.482
N 4.429 3.811 -2.505
N 4.473 2.569 -2.790
C 3.509 1.670 -2.481
C 3.492 0.515 -3.300
C 2.448 -0.360 -3.322
C 1.315 -0.216 -2.457
O 0.315 -0.944 -2.547
C 1.435 0.839 -1.427
N 0.492 0.855 -0.474
C 0.544 1.759 0.479
C 1.589 2.677 0.584
C 2.577 2.666 -0.373
C 2.503 1.765 -1.448
H 0.000 4.866 -3.121
H 1.851 3.271 -3.266
H 4.382 5.998 -1.133
H 2.494 7.592 -0.956
H 4.306 0.418 -4.011
H 2.416 -1.164 -4.046
H -0.266 1.732 1.203
H 1.621 3.376 1.410
H 3.420 3.337 -0.285
Se -1.966 1.151 -3.523
C -3.280 2.400 -4.080
C -3.367 2.760 -5.434
C -4.305 3.680 -5.874
C -5.190 4.272 -4.980
C -5.114 3.928 -3.636
C -4.175 3.008 -3.191
H -2.678 2.304 -6.133
H -4.347 3.942 -6.927
H -5.923 4.993 -5.325
H -5.795 4.388 -2.926
H -4.120 2.753 -2.140
```

Atomic partial charges in e from the Mulliken method, atoms 1 to 8: -0.1066 -1.6383 0.8770 -0.6355 -0.6665 -1.0778 -0.3173 0.2374

=====

Entry 2:
Computed, not measured: a molecular structure, C10H22N2OS2V, with ωB97M-V with the def2-TZVPD basis set.

Results
HOMO-LUMO gap (spin up / spin down) = 0.2518 / 0.2754 Eh
Net charge = +4
Spin multiplicity = 2

XYZ file:
```
38
C10H22N2OS2V | OMol25 | ωB97M-V with the def2-TZVPD basis set
V -0.634 0.233 -0.116
C -3.186 -0.026 -0.121
C -2.614 0.646 -1.420
N -1.307 0.091 -1.974
C -1.294 -1.259 -2.667
C -1.524 -2.414 -1.708
S -0.621 -2.133 -0.115
C -1.880 -2.465 1.196
C -2.241 -1.198 1.963
N -2.228 0.018 1.058
H -3.483 -1.055 -0.296
H -4.082 0.547 0.129
H -2.455 1.727 -1.267
H -3.398 0.579 -2.182
H -0.948 0.776 -2.649
H -0.317 -1.322 -3.148
H -2.054 -1.260 -3.453
H -1.121 -3.340 -2.126
H -2.570 -2.585 -1.463
H -1.438 -3.207 1.864
H -2.724 -2.937 0.692
H -1.535 -0.990 2.767
H -3.236 -1.292 2.407
H -2.451 0.840 1.633
O 0.935 0.515 0.432
S 2.453 0.441 1.296
C 3.739 0.410 0.012
C 4.381 1.803 -0.017
C 4.197 2.431 1.366
C 2.756 2.166 1.832
H 3.272 0.059 -0.912
H 4.393 -0.394 0.375
H 3.948 2.409 -0.812
H 5.443 1.670 -0.225
H 4.312 3.516 1.320
H 4.910 2.045 2.094
H 2.008 2.784 1.328
H 2.591 2.171 2.911
```

Atomic partial charges in e from the Mulliken method, atoms 1 to 8: 1.0509 -0.2724 -0.7605 -0.1943 -0.6136 -0.5058 0.2144 -0.5749

=====

Entry 3:
Computed, not measured: 2 unconnected molecules or ions with the total composition C4H11NO, with ωB97M-V with the def2-TZVPD basis set.

Results
HOMO-LUMO gap = 0.3938 Eh
SMILES = CC(N)=O.CC

XYZ file:
```
17
C4H11NO | OMol25 | ωB97M-V with the def2-TZVPD basis set
C 1.767 -0.111 1.799
C 0.478 -0.880 1.775
N 0.519 -2.226 2.015
O -0.580 -0.318 1.554
H 2.622 -0.659 2.174
H 1.660 0.761 2.448
H 1.986 0.245 0.789
H -0.329 -2.710 1.754
H 1.401 -2.704 1.954
C -1.811 0.761 -1.727
C -0.552 1.379 -2.338
H -1.577 -0.056 -1.031
H -2.345 1.454 -1.071
H -2.505 0.395 -2.481
H -0.682 1.554 -3.416
H 0.316 0.744 -2.246
H -0.367 2.373 -1.951
```

Atomic partial charges in e from the Mulliken method, atoms 1 to 8: -0.8453 0.5818 -0.4254 -0.5963 0.3431 0.2612 0.2135 0.2522

=====

Entry 4:
Computed, not measured: a molecular structure, C7H19Ag2FO6P, with ωB97M-V with the def2-TZVPD basis set.

Results
HOMO-LUMO gap = 0.2637 Eh
Net charge = +1

XYZ file:
```
36
C7H19Ag2FO6P | OMol25 | ωB97M-V with the def2-TZVPD basis set
Ag -3.558 -1.220 3.625
Ag -0.768 0.567 1.846
F -1.765 -1.633 2.049
C -0.432 0.739 -4.136
O -0.669 1.116 -2.761
P -1.266 0.059 -1.665
O -1.473 0.707 -0.361
O -2.619 -0.506 -2.417
C -3.448 -1.411 -1.695
O -0.188 -1.126 -1.744
C 0.203 -1.977 -0.626
H -0.705 -0.295 -4.351
H 0.645 0.868 -4.243
H -0.812 1.403 -4.912
H -4.431 -0.995 -1.476
H -2.979 -1.736 -0.766
H -3.591 -2.251 -2.375
H 1.240 -2.286 -0.758
H -0.451 -2.842 -0.511
H 0.126 -1.405 0.298
C 1.184 -1.283 3.301
O 1.356 0.073 2.990
C 2.572 0.422 2.321
C 2.281 1.743 1.591
O 1.135 1.650 0.731
C 0.926 2.639 -0.247
H 0.957 -1.897 2.429
H 0.396 -1.292 4.054
H 2.148 -1.510 3.754
H 2.807 -0.384 1.625
H 3.403 0.622 2.997
H 3.071 2.035 0.900
H 2.093 2.608 2.228
H 1.156 2.208 -1.222
H 1.539 3.539 -0.201
H -0.083 3.051 -0.272
```

Atomic partial charges in e from the Mulliken method, atoms 1 to 8: 0.7810 0.6947 -0.6431 -0.7020 -0.3898 1.2684 -0.7271 -0.3862

=====

Entry 5:
Computed, not measured: a molecular structure, C27H32CaCl2N3O3S2Te, with ωB97M-V with the def2-TZVPD basis set.

Results
HOMO-LUMO gap (spin up / spin down) = 0.1502 / 0.1944 Eh
Net charge = -2
Spin multiplicity = 2

XYZ file:
```
71
C27H32CaCl2N3O3S2Te | OMol25 | ωB97M-V with the def2-TZVPD basis set
Ca -0.926 -1.033 -0.060
Cl -3.369 -8.172 0.311
C -3.136 -6.423 0.225
C -4.213 -5.593 0.491
C -3.996 -4.212 0.415
Cl -5.352 -3.161 0.750
C -2.774 -3.614 0.090
O -2.639 -2.327 0.030
C -1.662 -4.528 -0.177
C -0.362 -4.091 -0.498
O 0.064 -2.869 -0.605
C -1.896 -5.930 -0.099
H -5.186 -5.984 0.750
H 0.375 -4.887 -0.671
H -1.076 -6.610 -0.296
O -0.240 0.207 1.717
N -0.466 1.495 1.861
C -0.717 1.943 3.107
C -0.949 3.268 3.361
C -0.925 4.169 2.299
C -0.681 3.698 1.033
C -0.446 2.332 0.779
S -0.267 1.681 -0.809
H -0.744 1.156 3.844
H -1.168 3.578 4.373
H -1.140 5.218 2.447
H -0.714 4.357 0.179
C 2.554 3.531 3.500
C 3.917 3.025 3.041
C 4.085 1.512 3.163
C 3.034 0.716 2.386
N 2.824 1.182 1.025
C 3.658 0.921 -0.001
S 5.170 0.198 0.177
N 3.167 1.317 -1.197
C 3.818 1.078 -2.469
C 4.897 2.099 -2.821
C 4.417 3.548 -2.922
C 4.224 4.251 -1.579
H 2.505 4.622 3.474
H 2.336 3.210 4.523
H 1.746 3.162 2.867
H 4.705 3.514 3.623
H 4.078 3.313 1.999
H 3.995 1.216 4.215
H 5.081 1.227 2.826
H 2.069 0.821 2.882
H 3.278 -0.348 2.382
H 1.865 1.403 0.772
H 2.177 1.549 -1.210
H 3.032 1.108 -3.228
H 4.251 0.076 -2.469
H 5.317 1.790 -3.784
H 5.702 2.023 -2.087
H 3.486 3.586 -3.498
H 5.153 4.113 -3.503
H 3.387 3.838 -1.018
H 4.040 5.318 -1.720
H 5.116 4.140 -0.958
Te -4.193 1.194 1.105
C -3.899 3.246 0.687
C -3.381 3.675 -0.542
C -3.119 5.013 -0.801
C -3.371 5.986 0.160
C -3.910 5.586 1.379
C -4.169 4.247 1.630
H -3.151 2.933 -1.295
H -2.701 5.295 -1.762
H -3.161 7.031 -0.039
H -4.125 6.326 2.144
H -4.574 3.954 2.593
```

Atomic partial charges in e from the Mulliken method, atoms 1 to 8: 1.7140 -0.3078 0.5585 -0.9178 0.4070 -0.2407 0.1542 -1.0791

=====

Entry 6:
Computed, not measured: 3 unconnected molecules or ions with the total composition C2H8N2, with ωB97M-V with the def2-TZVPD basis set.

Results
HOMO-LUMO gap = 0.2939 Eh

XYZ file:
```
12
C2H8N2 | OMol25 | ωB97M-V with the def2-TZVPD basis set
C 0.436 -0.137 0.763
C -1.133 -0.136 -1.163
N -0.481 0.814 0.479
N 1.661 -0.069 0.207
H 0.169 -1.132 1.123
H 1.925 0.797 -0.242
H -1.323 0.664 1.021
H 0.323 0.839 2.078
H 2.169 -0.916 0.015
H -1.214 -1.221 -1.073
H -2.107 0.328 -1.282
H -0.424 0.171 -1.926
```

Atomic partial charges in e from the Mulliken method, atoms 1 to 8: -0.4180 -0.8237 -0.5616 -0.2905 0.2751 0.2369 0.3959 0.1733

=====

Energy above the lowest of the compared OMol25 structures with the same formula, charge and spin for the records above, in order: 3.0, 2.0, 4.8, 7.3, 0.0, 109.5 kcal/mol